Below is C6H8N5OPS2 as an isolated structure in a non-equilibrium geometry, with properties calculated with ωB97M-V/def2-TZVPD.

The orbital gap comes out at 7.18 eV. As for the energy above the lowest of the compared OMol25 structures with the same formula, charge and spin: 133.5 kJ/mol.

Each line ends with the Löwdin charge.
Cartesian coordinates (Å):
C1 -1.089 -3.284 1.405  -0.08
C2 0.212 -2.700 1.281  -0.07
C3 -2.268 -2.627 1.057  -0.03
C4 0.324 -1.432 0.768  -0.06
C5 -2.190 -1.313 0.625  -0.23
C6 -0.928 -0.795 0.450  -0.30
N1 -3.037 -0.394 -0.029  0.05
N2 -2.340 0.573 -0.443  -0.05
N3 -1.069 0.310 -0.260  -0.08
N4 3.103 1.066 -2.466  -0.32
N5 0.559 4.206 0.451  -0.32
O1 0.539 2.478 -1.786  -0.42
P1 0.756 1.555 -0.698  0.31
S1 2.239 0.185 -1.212  0.66
S2 1.143 2.722 1.039  0.66
H1 -1.176 -4.285 1.777  0.09
H2 1.099 -3.239 1.588  0.10
H3 -3.134 -2.932 1.654  0.12
H4 1.193 -0.818 0.720  0.01
H5 2.395 1.668 -2.806  -0.03
H6 3.268 0.483 -3.280  0.03
H7 0.724 4.153 -0.518  -0.01
H8 -0.322 4.418 0.684  -0.02